Record 1
{"formula": "ClH8NaO4", "method": "ωB97M-V/def2-TZVPD", "elements": ["Cl", "Na", "O", "O", "O", "O", "H", "H", "H", "H", "H", "H", "H", "H"], "coordinates": [[11.030, -15.938, -15.208], [11.152, -13.717, -17.019], [13.699, -14.640, -13.495], [9.319, -18.033, -12.670], [9.549, -18.679, -16.336], [11.868, -16.763, -18.346], [9.748, -19.428, -15.774], [12.119, -16.605, -17.436], [9.372, -18.951, -12.939], [9.895, -17.923, -15.862], [9.194, -17.550, -13.487], [13.236, -14.476, -14.316], [10.913, -16.826, -18.325], [14.558, -14.236, -13.618]], "forces_ev_per_a": [[0.08, 0.13, 0.04], [-0.02, -0.03, -0.18], [-0.33, -0.11, 0.02], [0.21, 0.24, 0.06], [-0.06, 0.31, -0.30], [0.01, 0.90, 0.00], [0.09, -0.39, 0.06], [0.44, -0.43, 0.33], [-0.04, -0.34, 0.07], [-0.06, 0.03, 0.23], [-0.26, 0.08, -0.12], [0.05, 0.01, -0.11], [-0.47, -0.50, -0.21], [0.36, 0.11, 0.10]], "nbo_charge": [-0.031, 0.986, -0.915, -0.913, -0.910, -0.897, 0.483, 0.445, 0.471, 0.441, 0.449, 0.434, 0.476, 0.481], "de_lowest_kj_mol": 286.6, "homo_lumo_gap_ev": [9.02, 4.57], "charge": 1, "multiplicity": 2, "s_squared": 0.7528}

Record 2
{"formula": "ClHN2O", "method": "ωB97M-V/def2-TZVPD", "elements": ["Cl", "O", "N", "N", "H"], "coordinates": [[-2.675, 0.057, -0.060], [0.905, -1.599, 0.021], [0.114, -0.695, -0.124], [-1.587, -1.185, 0.044], [0.292, 0.296, 0.283]], "forces_ev_per_a": [[0.54, 0.33, -0.04], [-0.09, 0.25, 0.02], [-3.15, 0.82, 0.87], [3.07, 0.21, -0.22], [-0.36, -1.62, -0.63]], "nbo_charge": [0.175, -0.270, 0.000, -0.252, 0.347], "de_lowest_kj_mol": 496.4, "homo_lumo_gap_ev": [8.20, 9.55], "multiplicity": 1}

Record 3
{"formula": "ClHNO2P", "method": "ωB97M-V/def2-TZVPD", "elements": ["Cl", "P", "O", "O", "N", "H"], "coordinates": [[-2.423, 0.920, 0.122], [2.177, -0.147, -0.092], [1.917, 1.196, -0.602], [0.806, -2.419, 0.221], [1.049, -1.287, 0.037], [-3.527, 1.737, 0.314]], "forces_ev_per_a": [[-2.06, 1.53, 0.36], [2.47, 0.89, 0.29], [-0.74, 0.22, -0.21], [-0.43, -1.09, 0.23], [-1.31, -0.01, -0.30], [2.08, -1.54, -0.36]], "nbo_charge": [-0.295, 1.391, -0.986, -0.153, -0.252, 0.296], "de_lowest_kj_mol": 118.1, "homo_lumo_gap_ev": [7.67, 7.72], "multiplicity": 1}

Record 4
{"formula": "ClHO3S", "method": "ωB97M-V/def2-TZVPD", "elements": ["Cl", "S", "O", "O", "O", "H"], "coordinates": [[-0.752, 0.203, 1.743], [0.580, -0.167, -0.681], [0.961, -1.452, -0.142], [-0.469, 0.057, -1.584], [1.512, 0.898, -0.389], [-1.832, 0.461, 1.053]], "forces_ev_per_a": [[-0.90, 0.28, -0.31], [4.07, -0.25, 1.96], [-1.20, 1.03, -1.16], [-1.23, -0.23, -0.49], [-1.29, -0.71, -0.50], [0.54, -0.12, 0.49]], "nbo_charge": [-0.238, 2.434, -0.823, -0.829, -0.834, 0.290], "de_lowest_kj_mol": 13.8, "homo_lumo_gap_ev": 11.52, "multiplicity": 1}

Record 5
{"formula": "ClHO3S", "method": "ωB97M-V/def2-TZVPD", "elements": ["Cl", "S", "O", "O", "O", "H"], "coordinates": [[1.474, -0.020, -1.114], [-0.696, -0.138, 0.200], [-0.313, 1.183, 0.605], [-1.712, -0.216, -0.799], [-0.313, -1.236, 1.034], [1.560, 0.428, 0.074]], "forces_ev_per_a": [[0.62, -0.47, -0.91], [-1.47, 0.90, 0.92], [-0.17, -0.41, 0.31], [0.71, -0.70, 0.30], [-0.26, 0.36, -0.89], [0.57, 0.33, 0.27]], "nbo_charge": [-0.182, 2.419, -0.881, -0.821, -0.831, 0.296], "de_lowest_kj_mol": 35.7, "homo_lumo_gap_ev": 11.35, "multiplicity": 1}

Record 6
{"formula": "ClHOS", "method": "ωB97M-V/def2-TZVPD", "elements": ["Cl", "S", "O", "H"], "coordinates": [[3.092, 0.336, -0.166], [0.467, -1.066, -0.317], [1.756, -0.742, 0.650], [-0.230, 0.063, -0.051]], "forces_ev_per_a": [[-1.36, -1.09, 0.76], [0.72, 0.43, 0.58], [0.66, 0.80, -1.27], [-0.02, -0.15, -0.08]], "nbo_charge": [0.110, 0.422, -0.619, 0.087], "de_lowest_kj_mol": 92.8, "homo_lumo_gap_ev": 8.37, "multiplicity": 1}

Record 7
{"formula": "ClI2MnO4", "method": "ωB97M-V/def2-TZVPD", "elements": ["I", "I", "Mn", "Cl", "O", "O", "O", "O"], "coordinates": [[-2.783, -0.165, 1.834], [0.493, 2.730, 2.650], [-0.056, 0.015, 2.269], [0.413, -0.520, -1.380], [0.949, 0.665, -2.062], [1.471, -1.527, -1.381], [-0.787, -1.040, -1.963], [0.300, -0.158, 0.031]], "forces_ev_per_a": [[0.85, -0.26, 0.51], [0.08, -1.15, 0.15], [-1.16, 1.49, -1.78], [4.01, -0.02, -1.20], [-1.58, -1.13, 0.43], [-1.00, 0.01, -0.41], [0.07, 0.67, 0.63], [-1.27, 0.39, 1.67]], "nbo_charge": [-0.705, -0.712, 1.374, 2.532, -0.830, -0.873, -0.794, -0.992], "homo_lumo_gap_ev": [7.11, 7.07], "charge": -1, "multiplicity": 6, "s_squared": 8.7575}

Record 8
{"formula": "ClNO2", "method": "ωB97M-V/def2-TZVPD", "elements": ["Cl", "O", "O", "N"], "coordinates": [[1.109, -0.142, 0.342], [-0.937, 0.131, 0.764], [1.622, -0.306, -1.113], [-1.794, 0.316, 0.007]], "forces_ev_per_a": [[3.03, -0.46, -0.98], [-4.81, 0.83, -0.62], [0.01, 0.04, 0.22], [1.77, -0.40, 1.39]], "nbo_charge": [0.518, -0.195, -0.571, 0.248], "de_lowest_kj_mol": 171.5, "homo_lumo_gap_ev": [9.35, 7.88], "multiplicity": 1}

Record 9
{"formula": "ClNO3S", "method": "ωB97M-V/def2-TZVPD", "elements": ["Cl", "S", "O", "O", "O", "N"], "coordinates": [[0.092, -1.860, 0.876], [0.321, 0.515, -1.124], [0.237, -0.785, -1.728], [-0.867, 0.373, 1.681], [1.582, 0.604, -0.316], [-0.408, -0.133, 0.738]], "forces_ev_per_a": [[0.05, -0.18, 0.51], [4.18, -0.39, 0.64], [-0.84, 0.39, -0.76], [0.93, -0.72, -1.33], [-2.08, 0.95, -1.75], [-2.24, -0.06, 2.69]], "nbo_charge": [0.078, 1.655, -0.849, -0.143, -0.884, 0.143], "de_lowest_kj_mol": 105.5, "homo_lumo_gap_ev": 9.02, "multiplicity": 1}

Record 10
{"formula": "ClNO4S", "method": "ωB97M-V/def2-TZVPD", "elements": ["Cl", "S", "O", "O", "O", "O", "N"], "coordinates": [[-2.904, -1.219, 0.102], [2.701, -0.315, -0.041], [2.663, -0.989, -1.301], [3.061, -1.161, 1.059], [-2.808, 0.736, -0.209], [-0.830, 1.451, 0.459], [-1.884, 1.497, -0.069]], "forces_ev_per_a": [[0.45, 0.27, 0.31], [0.28, -1.19, 0.18], [-0.20, 0.53, -0.47], [-0.10, 0.66, 0.31], [-1.16, -1.20, -0.62], [-0.80, -1.06, -0.45], [1.53, 1.99, 0.75]], "nbo_charge": [-0.071, 1.649, -0.825, -0.823, -0.189, -0.257, 0.516], "de_lowest_kj_mol": 163.0, "homo_lumo_gap_ev": [8.79, 8.43], "multiplicity": 1}

Record 11
{"formula": "ClNi", "method": "ωB97M-V/def2-TZVPD", "elements": ["Ni", "Cl"], "coordinates": [[0.129, 0.290, 1.118], [-0.129, -0.290, -1.118]], "forces_ev_per_a": [[-0.28, -0.65, -2.49], [0.28, 0.65, 2.49]], "nbo_charge": [1.269, -0.269], "de_lowest_kj_mol": 45.2, "homo_lumo_gap_ev": [9.45, 6.93], "charge": 1, "multiplicity": 3, "s_squared": 2.0107}

Record 12
{"formula": "ClO2PS", "method": "ωB97M-V/def2-TZVPD", "elements": ["Cl", "S", "P", "O", "O"], "coordinates": [[0.538, 0.847, 0.658], [1.430, -1.875, -1.434], [-1.311, 1.133, 1.523], [-1.431, 2.544, 1.787], [0.774, -2.650, -2.534]], "forces_ev_per_a": [[0.17, -0.16, -0.07], [-0.44, -0.54, -0.75], [0.18, -1.05, -0.24], [-0.35, 1.25, 0.34], [0.44, 0.50, 0.71]], "nbo_charge": [-0.373, 0.665, 1.342, -0.967, -0.666], "de_lowest_kj_mol": 102.7, "homo_lumo_gap_ev": [7.79, 7.76], "multiplicity": 1}